Record 1
A structure of composition C20H20GaN2O3Se, computed with ωB97M-V with the def2-TZVPD basis set.

The geometry in XYZ format:
```
47
Properties=species:S:1:pos:R:3
Ga -0.14604 -0.57549 0.34661
C 0.92594 5.56745 2.84959
O 2.17802 4.89072 2.71079
C 2.19031 3.65732 2.21162
C 3.46166 3.03992 2.16795
C 3.56144 1.78070 1.67286
C 2.43747 1.05558 1.18396
C 2.65183 -0.23889 0.61532
C 4.00810 -0.87191 0.59398
O 1.72868 -0.93274 0.07975
C 1.16457 1.70010 1.25061
O 0.02044 1.14813 0.84121
C 1.06059 2.99409 1.75538
H 1.15360 6.50522 3.34434
H 0.24273 4.98133 3.46460
H 0.48900 5.75973 1.86911
H 4.32022 3.58363 2.53282
H 4.53524 1.31422 1.64304
H 4.42563 -0.91387 1.59965
H 4.69425 -0.29243 -0.02519
H 3.92358 -1.87666 0.19157
H 0.07701 3.43548 1.78375
Se -0.96075 -2.58292 1.09239
C -2.54115 -2.00102 2.01926
C -3.59014 -1.35648 1.38082
C -4.70659 -1.02212 2.13293
N -4.83666 -1.29416 3.42871
C -3.82533 -1.92073 4.02036
C -2.65521 -2.29187 3.36900
H -3.55219 -1.11737 0.32586
H -5.54218 -0.51529 1.66365
H -3.94798 -2.13741 5.07536
H -1.86336 -2.79404 3.90686
N -0.51870 -0.29933 -1.63392
C -1.93032 -0.21233 -2.01028
C -2.52950 1.03296 -2.07712
C -3.87943 1.11015 -2.38812
C -4.60721 -0.04606 -2.63402
C -3.98479 -1.28466 -2.56990
C -2.63812 -1.37725 -2.24756
H -0.03762 0.55977 -1.89428
H -0.07019 -1.05898 -2.14361
H -1.95757 1.93405 -1.88936
H -4.35790 2.07798 -2.44571
H -5.65692 0.01978 -2.88340
H -4.54669 -2.18678 -2.76843
H -2.15139 -2.34331 -2.18953
```

Summary:
charge: +1
E_LUMO: -3.4670 eV
Kohn-Sham gap: 8.32 eV

Per-atom Mulliken charges, elementary charge units: 0.061 -0.801 -0.411 1.006 -1.127 -1.009 0.689 1.532 -1.687 -0.484 0.043 -0.408 -0.415 0.240 0.345 0.342 0.462 0.415 0.446 0.427 0.334 0.533 -0.018 0.071 0.425 -0.454 -0.571 -0.310 -0.460 0.125 0.381 0.371 0.406 -0.122 0.336 -0.372 -0.645 -0.609 -0.575 -0.345 0.441 0.463 0.364 0.404 0.426 0.403 0.329


Record 2
A structure of composition C20H20HgN3O4, computed with ωB97M-V with the def2-TZVPD basis set.

The geometry in XYZ format:
```
48
Properties=species:S:1:pos:R:3
Hg 0.20098 1.26136 -0.92542
O 4.82094 -0.32989 4.55570
C 4.89121 -0.87119 3.44188
O 5.68459 -1.69283 2.95869
C 3.77514 -0.42949 2.46065
C 3.71791 -0.93521 1.17284
C 2.70061 -0.52730 0.32613
N 1.76656 0.34309 0.71475
C 1.81977 0.85075 1.94837
C 2.81133 0.48770 2.84468
C 0.76376 1.83790 2.31626
C 0.49881 2.15488 3.64692
C -0.49296 3.07361 3.93609
C -1.20451 3.65416 2.89620
C -0.88539 3.28161 1.60403
N 0.07358 2.40234 1.32411
C 2.61325 -1.02665 -1.07544
C 3.25428 -2.19949 -1.46922
C 3.15394 -2.60891 -2.78593
C 2.41209 -1.84839 -3.67832
C 1.79309 -0.70721 -3.20254
N 1.89599 -0.30700 -1.93819
H 4.50111 -1.62192 0.88203
H 2.89806 0.89493 3.84292
H 1.05383 1.67729 4.44057
H -0.71341 3.32775 4.96445
H -1.98822 4.37603 3.07664
H -1.41191 3.69956 0.75440
H 3.81112 -2.78197 -0.75038
H 3.64461 -3.51685 -3.11118
H 2.30837 -2.13193 -4.71603
H 1.18703 -0.08642 -3.85109
C -0.67087 -2.50872 -1.25896
O -1.05442 -1.18690 -1.58854
C -2.43632 -0.93211 -1.42262
C -2.88084 -0.91588 0.02116
O -2.16064 0.08288 0.70786
C -2.25077 -0.06378 2.11077
H -1.28147 -3.23624 -1.80443
H -0.75306 -2.70396 -0.18614
H 0.36941 -2.62644 -1.55429
H -3.02830 -1.67423 -1.97294
H -2.61369 0.04860 -1.86695
H -2.72673 -1.89227 0.49670
H -3.95859 -0.70514 0.04993
H -3.29124 -0.00903 2.44906
H -1.69072 0.74883 2.56467
H -1.82332 -1.01945 2.43307
```

Summary:
spin multiplicity: 2
E_LUMO (alpha / beta): -0.5308 / -1.7090 eV
Kohn-Sham gap (alpha / beta): 7.19 / 6.01 eV

Per-atom Mulliken charges, elementary charge units: 0.771 -0.723 0.530 -0.723 -0.767 -0.496 0.548 -0.046 0.518 -0.481 0.226 -0.460 -0.545 -0.548 -0.221 -0.311 0.344 -0.541 -0.518 -0.561 -0.211 -0.345 0.527 0.523 0.374 0.439 0.417 0.413 0.385 0.440 0.413 0.408 -0.527 -0.050 -0.804 -0.597 -0.053 -0.517 0.360 0.262 -0.007 0.423 0.283 0.410 0.382 0.368 -0.061 0.350


Record 3
The molecule C20H20N2O3, computed with ωB97M-V with the def2-TZVPD basis set.

The geometry in XYZ format:
```
45
Properties=species:S:1:pos:R:3
O 3.82772 -2.40345 0.96009
N 3.18104 -1.36168 0.70524
C 1.99092 -1.35186 0.16854
C 1.22908 -0.16752 -0.05665
N 1.83584 1.00408 -0.01594
O 1.29245 2.13012 -0.15760
C 3.30251 0.98650 0.09464
C 3.73170 -0.04511 1.12299
C 5.25076 -0.10038 1.29574
C 5.99015 0.45480 0.07848
C 5.26984 0.01817 -1.19147
C 3.91250 0.72058 -1.29623
H 4.02066 1.67593 -1.81100
H 3.22697 0.10966 -1.88680
H 5.13537 -1.06441 -1.16015
H 5.86773 0.25123 -2.07260
H 6.03186 1.54513 0.11808
H 7.01464 0.08299 0.08019
H 5.50799 -1.15479 1.43331
H 5.54396 0.43940 2.19546
H 3.25538 0.17125 2.08969
H 3.58862 1.98316 0.44193
C -0.20796 -0.27748 -0.33324
C -1.10964 0.66635 0.15751
C -2.46218 0.55135 -0.08934
C -2.94708 -0.51520 -0.84026
C -2.05117 -1.44829 -1.35857
C -0.70232 -1.33126 -1.10475
H -0.02592 -2.05502 -1.53286
H -2.43381 -2.25532 -1.96344
O -4.26036 -0.66685 -1.17805
C -5.25342 -0.20711 -0.34929
C -5.17465 -0.28649 1.03691
C -6.24359 0.13245 1.80770
C -7.39241 0.62185 1.20988
C -7.47458 0.68381 -0.17129
C -6.41131 0.27256 -0.95239
H -6.45896 0.31247 -2.02941
H -8.37011 1.05795 -0.64437
H -8.22215 0.94826 1.81811
H -6.17751 0.06928 2.88375
H -4.28483 -0.68375 1.50347
H -3.14420 1.29823 0.28915
H -0.74866 1.50425 0.73094
H 1.54914 -2.31584 -0.02610
```

Summary:
E_LUMO: -0.3148 eV
Kohn-Sham gap: 7.35 eV

Per-atom Mulliken charges, elementary charge units: -0.776 0.803 -0.975 0.935 0.864 -0.784 -0.732 -0.149 -1.052 -0.628 -0.658 -0.760 0.424 0.193 0.334 0.428 0.314 0.418 0.371 0.304 0.403 0.581 -0.030 -0.624 -0.119 0.481 -1.087 -0.610 0.455 0.434 -0.466 0.440 -0.113 -0.603 -0.508 -0.437 -0.597 0.408 0.376 0.382 0.363 0.468 0.523 0.467 0.540


Record 4
The molecule C20H20N2OS at a distorted geometry, computed with ωB97M-V with the def2-TZVPD basis set.

The geometry in XYZ format:
```
44
Properties=species:S:1:pos:R:3
C -5.95592 -1.72320 -1.12319
C -5.22344 -0.86392 -0.13780
C -5.66861 -0.76648 1.17609
C -5.01687 0.04685 2.08476
C -3.90513 0.77443 1.69653
C -3.43724 0.67207 0.39378
C -2.26754 1.49864 -0.04771
O -2.35208 2.70376 -0.19993
N -1.12109 0.81743 -0.27170
C -0.97407 -0.60851 -0.06968
C 0.48631 -0.93927 0.21299
C 1.36263 -0.60174 -1.01093
C 2.76609 -0.40582 -0.55495
N 3.38348 0.70665 -0.50289
C 4.65088 0.58492 -0.00999
C 5.56454 1.61985 0.15992
C 6.81115 1.32732 0.67138
C 7.16013 0.02320 1.01576
C 6.26872 -1.02004 0.85650
C 5.01620 -0.73322 0.34279
S 3.68941 -1.80959 0.02131
C 0.81953 0.64393 -1.73153
C 0.04333 1.52907 -0.76839
C -4.10212 -0.14023 -0.51637
H -6.20787 -2.68582 -0.68210
H -6.88630 -1.23870 -1.41953
H -5.35923 -1.88954 -2.01659
H -6.53855 -1.32898 1.48394
H -5.37890 0.11867 3.09989
H -3.39761 1.42092 2.39664
H -1.30793 -1.16219 -0.95832
H -1.59856 -0.91986 0.77238
H 0.81882 -0.35843 1.07526
H 0.58542 -1.99605 0.46332
H 1.34806 -1.45525 -1.69769
H 5.28129 2.62444 -0.11006
H 7.53078 2.12028 0.80833
H 8.14345 -0.17721 1.41353
H 6.53590 -2.03097 1.12198
H 1.64775 1.21147 -2.15287
H 0.16011 0.33914 -2.54554
H -0.31910 2.43318 -1.26295
H 0.69200 1.83488 0.06009
H -3.74782 -0.19606 -1.53646
```

Summary:
E_LUMO: 0.5324 eV
Kohn-Sham gap: 9.47 eV

Per-atom Mulliken charges, elementary charge units: -1.474 0.658 -0.513 -0.687 -0.474 -0.002 0.063 -0.673 0.283 -0.776 -1.171 0.646 -0.156 -0.282 -0.291 -0.510 -0.512 -0.419 -0.548 0.728 -0.253 -0.980 -0.840 0.129 0.361 0.318 0.358 0.420 0.400 0.472 0.253 0.594 0.372 0.514 0.411 0.460 0.374 0.376 0.378 0.484 0.326 0.439 0.311 0.432